Here is a structure of composition C41H49N5O3TeZn from the Open Molecules 2025 dataset. Energies are from ωB97M-V/def2-TZVPD.

Last column: Mulliken spin population.
Geometry (Å):
Zn -2.92798 0.14251 0.55829  -0.0282
O -6.54997 -1.34876 0.05123  0.1526
C -5.60710 -0.65514 0.35876  0.0483
O -4.35131 -1.25388 0.58069  0.0142
C -5.56507 0.77525 0.51858  0.3247
C -6.74127 1.53809 0.36802  -0.0686
C -6.68177 2.89334 0.36305  0.2139
C -5.41129 3.56140 0.50117  0.0170
C -5.27268 4.95191 0.44620  -0.0003
C -4.03790 5.55677 0.57614  0.0430
C -2.90193 4.77402 0.78158  0.0122
C -3.01340 3.40091 0.84280  0.0108
C -4.25644 2.77007 0.69213  0.0146
N -4.33757 1.39702 0.71682  0.2313
H -7.67518 1.00526 0.24745  -0.0016
H -7.57850 3.48927 0.24526  0.0161
H -6.16080 5.55637 0.29931  -0.0027
H -3.95047 6.63461 0.53251  0.0053
H -1.93345 5.24374 0.90247  0.0031
H -2.13615 2.77905 1.01358  -0.0026
N -3.83295 -3.43283 -0.48797  0.0008
C -2.50748 -4.02279 -0.16584  -0.0009
C -1.89266 -3.39959 1.08583  0.0004
C -1.06799 -2.10493 0.90589  0.0021
N -1.65192 -1.02633 1.75318  0.0044
C -0.77091 -1.58891 -0.56114  -0.0044
C -1.17736 -2.50793 -1.75678  0.0007
N -2.33463 -2.04072 -2.53591  0.0005
C -1.46604 -3.93556 -1.28386  -0.0001
H -4.55642 -4.13898 -0.53128  0.0001
H -3.80025 -2.95057 -1.38048  0.0012
H -4.28498 -2.20074 0.20838  -0.0117
H -2.66477 -5.07504 0.06455  -0.0001
H -1.23334 -4.14481 1.53396  -0.0001
H -2.69819 -3.22891 1.80368  0.0007
H -0.08222 -2.30354 1.31606  -0.0002
H -0.90433 -0.46274 2.15430  0.0006
H -2.13119 -1.44824 2.54038  -0.0016
H 0.31321 -1.55116 -0.62377  -0.0009
H -0.55343 0.34764 -0.10154  0.0008
H -0.29806 -2.54268 -2.40506  0.0000
H -2.53327 -2.73960 -3.24489  -0.0001
H -2.10176 -1.21420 -3.07102  -0.0002
H -0.54205 -4.37566 -0.90153  0.0000
H -1.76840 -4.53245 -2.14789  0.0000
C 7.10565 0.54338 5.44097  0.0000
C 6.00811 0.34862 4.43021  0.0000
C 5.88028 -0.83868 3.72269  0.0000
C 4.85304 -1.04500 2.80646  0.0000
C 4.77841 -2.36739 2.08683  0.0000
C 3.93337 -0.01050 2.59206  0.0000
Te 2.24034 -0.35034 1.35179  0.0000
N -1.24426 -0.16496 -0.66368  0.0027
C -1.02963 0.50696 -1.97929  -0.0008
O -0.04064 0.23583 -2.59140  -0.0006
C -2.01172 1.54393 -2.37903  0.0129
C -3.39140 1.34175 -2.32209  0.0297
C -4.25037 2.32594 -2.78320  -0.0103
C -3.74171 3.52810 -3.25492  0.0023
C -2.36996 3.73706 -3.29907  0.0008
C -1.50482 2.74052 -2.88455  -0.0004
C 3.13814 -0.75504 -0.53892  -0.0001
C 3.80791 0.28497 -1.20690  0.0000
C 4.01827 1.64704 -0.59838  0.0000
C 4.33587 0.03736 -2.46858  0.0000
C 4.21113 -1.19701 -3.09299  0.0000
C 4.75815 -1.43449 -4.47506  0.0000
C 3.55997 -2.21031 -2.40539  0.0000
C 3.02650 -2.01977 -1.13328  0.0000
C 2.40372 -3.23026 -0.47566  0.0002
C 4.04714 1.20923 3.27513  0.0000
C 3.11335 2.37383 3.04831  0.0000
C 5.08941 1.36207 4.18107  0.0000
H 7.64061 -0.38677 5.62735  0.0000
H 6.69785 0.90055 6.38749  0.0000
H 7.82628 1.28671 5.09333  0.0000
H 6.59555 -1.63734 3.89097  0.0000
H 5.65056 -2.97761 2.31716  0.0000
H 4.73848 -2.22566 1.00703  0.0000
H 3.88615 -2.92329 2.38608  0.0000
H -3.80157 0.40098 -1.97034  -0.0351
H -5.31937 2.15589 -2.75325  0.0027
H -4.41719 4.30388 -3.59421  0.0000
H -1.97131 4.67510 -3.66244  0.0002
H -0.43259 2.88166 -2.94002  0.0003
H 3.09853 2.03068 -0.15801  0.0000
H 4.36196 2.35608 -1.35052  0.0000
H 4.76917 1.60078 0.19481  0.0000
H 4.85946 0.83859 -2.98034  0.0000
H 5.38589 -0.60621 -4.79825  0.0000
H 3.94267 -1.54375 -5.19191  0.0000
H 5.34925 -2.35013 -4.50614  0.0000
H 3.47230 -3.19295 -2.86144  0.0000
H 1.56237 -3.59673 -1.06916  0.0000
H 2.06080 -3.02694 0.53605  0.0001
H 3.13394 -4.04025 -0.42602  0.0000
H 2.06628 2.08255 3.12194  0.0000
H 3.27075 2.80063 2.05554  0.0000
H 3.29598 3.15729 3.78244  0.0000
H 5.18460 2.30294 4.71542  0.0000

Values from the calculation:
Electronic energy, eV: -112613.3289
Multiplicity: 2
Charge: +1
⟨S²⟩: 0.769
E_HOMO (alpha / beta), eV: -8.08 / -10.24
Energy above the lowest of the compared OMol25 structures with the same formula, charge and spin, kcal/mol: 0.00